Record 1
{"formula": "C32H72Ca2N2O14S4", "method": "ωB97M-V/def2-TZVPD", "symbols": ["Ca", "Ca", "C", "C", "O", "O", "H", "H", "H", "C", "C", "C", "O", "H", "H", "H", "H", "H", "H", "H", "C", "C", "C", "O", "H", "H", "H", "H", "H", "H", "H", "H", "C", "C", "C", "O", "C", "N", "H", "H", "H", "H", "H", "H", "H", "H", "H", "H", "H", "C", "C", "C", "O", "C", "N", "H", "H", "H", "H", "H", "H", "H", "H", "H", "H", "H", "C", "C", "C", "S", "O", "O", "C", "H", "H", "H", "H", "H", "H", "H", "H", "C", "C", "C", "S", "O", "O", "C", "H", "H", "H", "H", "H", "H", "H", "H", "C", "C", "C", "S", "O", "O", "C", "H", "H", "H", "H", "H", "H", "H", "H", "C", "C", "C", "S", "O", "O", "C", "H", "H", "H", "H", "H", "H", "H", "H"], "positions_angstrom": [[3.64, 30.98, 22.52], [3.74, 33.94, 19.55], [4.07, 32.77, 26.42], [3.82, 32.26, 25.01], [4.68, 32.53, 24.12], [2.85, 31.50, 24.77], [5.05, 32.34, 26.66], [3.37, 32.40, 27.16], [4.11, 33.85, 26.48], [0.96, 34.43, 22.17], [1.25, 32.96, 21.89], [0.10, 32.21, 21.26], [2.48, 32.73, 21.26], [0.03, 34.59, 22.72], [0.83, 35.02, 21.27], [1.79, 34.86, 22.74], [1.24, 32.54, 22.91], [-0.11, 32.49, 20.22], [-0.84, 32.33, 21.82], [0.25, 31.13, 21.26], [2.27, 38.95, 25.86], [2.50, 37.65, 26.60], [1.63, 36.47, 26.14], [3.87, 37.24, 26.55], [1.25, 39.31, 25.93], [2.56, 38.77, 24.81], [2.92, 39.78, 26.14], [2.26, 37.71, 27.67], [0.57, 36.69, 26.28], [1.77, 35.51, 26.65], [1.76, 36.28, 25.07], [3.97, 36.52, 27.18], [-1.62, 39.41, 21.66], [-1.02, 38.32, 22.57], [-2.08, 37.27, 22.93], [-2.67, 36.79, 21.73], [-3.66, 35.84, 21.99], [0.17, 37.81, 21.86], [-2.59, 39.69, 22.09], [-1.88, 39.12, 20.65], [-0.95, 40.27, 21.72], [-0.64, 38.65, 23.54], [-2.85, 37.79, 23.50], [-1.58, 36.42, 23.40], [-4.17, 35.65, 21.04], [-4.46, 36.27, 22.61], [-3.32, 34.89, 22.40], [-0.10, 37.23, 21.06], [0.53, 37.08, 22.49], [4.33, 37.01, 22.92], [4.02, 36.31, 21.61], [4.67, 37.01, 20.43], [4.69, 36.18, 19.27], [5.57, 36.62, 18.25], [4.45, 34.88, 21.77], [3.87, 36.47, 23.74], [4.14, 38.09, 22.86], [5.41, 36.96, 23.11], [2.97, 36.39, 21.33], [5.69, 37.36, 20.65], [4.11, 37.93, 20.23], [5.16, 37.45, 17.67], [5.85, 35.77, 17.61], [6.53, 36.93, 18.67], [5.33, 34.71, 22.23], [3.69, 34.52, 22.35], [0.89, 27.75, 16.34], [-0.57, 27.29, 16.37], [-1.23, 27.79, 17.66], [-0.39, 29.39, 18.02], [0.25, 29.30, 19.31], [-1.32, 30.47, 17.69], [0.79, 29.26, 16.63], [1.29, 27.72, 15.33], [1.54, 27.20, 17.02], [-0.65, 26.20, 16.34], [-1.12, 27.59, 15.47], [-0.93, 27.12, 18.48], [-2.30, 27.84, 17.81], [1.66, 29.88, 16.83], [0.24, 29.63, 15.77], [-1.40, 28.00, 23.04], [-1.27, 29.50, 23.31], [-0.06, 29.64, 24.28], [1.15, 28.49, 23.75], [1.47, 27.66, 24.89], [2.23, 29.18, 23.02], [0.01, 27.51, 22.62], [-2.02, 27.92, 22.15], [-1.80, 27.47, 23.90], [-2.11, 29.97, 23.83], [-1.00, 29.98, 22.37], [-0.38, 29.23, 25.24], [0.22, 30.66, 24.51], [0.27, 26.45, 22.63], [0.32, 27.77, 21.60], [0.53, 33.59, 16.16], [0.44, 35.01, 15.65], [0.71, 35.99, 16.84], [0.47, 35.11, 18.37], [-0.66, 35.58, 19.12], [1.77, 35.03, 19.09], [0.05, 33.55, 17.62], [1.54, 33.18, 16.07], [-0.13, 32.92, 15.62], [-0.56, 35.15, 15.22], [1.12, 35.28, 14.85], [-0.02, 36.79, 16.86], [1.72, 36.39, 16.79], [-1.04, 33.51, 17.53], [0.28, 32.66, 18.19], [-5.79, 31.27, 18.75], [-4.60, 32.21, 18.83], [-3.78, 31.81, 20.09], [-4.23, 30.07, 20.47], [-5.03, 29.98, 21.67], [-3.01, 29.27, 20.41], [-5.26, 29.88, 19.01], [-6.20, 31.18, 17.74], [-6.62, 31.64, 19.35], [-4.92, 33.24, 18.98], [-4.02, 32.14, 17.91], [-4.13, 32.36, 20.96], [-2.70, 31.83, 20.01], [-5.86, 28.97, 19.03], [-4.48, 29.60, 18.29]], "lumo_energy_ev": -6.55, "multiplicity": 1, "fmax_ev_per_a": 2.37, "homo_energy_ha": -0.4792, "charge": 2}

Record 2
{"formula": "C32H72O10", "method": "ωB97M-V/def2-TZVPD", "symbols": ["C", "C", "C", "O", "C", "H", "H", "H", "H", "H", "H", "H", "H", "C", "C", "C", "O", "C", "H", "H", "H", "H", "H", "H", "H", "H", "C", "C", "C", "O", "C", "H", "H", "H", "H", "H", "H", "H", "H", "C", "C", "C", "O", "C", "H", "H", "H", "H", "H", "H", "H", "H", "C", "C", "C", "O", "C", "H", "H", "H", "H", "H", "H", "H", "H", "C", "C", "C", "O", "C", "H", "H", "H", "H", "H", "H", "H", "H", "C", "C", "O", "H", "H", "H", "H", "H", "H", "C", "C", "O", "H", "H", "H", "H", "H", "H", "C", "C", "O", "H", "H", "H", "H", "H", "H", "C", "C", "O", "H", "H", "H", "H", "H", "H"], "positions_angstrom": [[-2.99, -3.51, -2.22], [-2.52, -4.75, -1.55], [-2.20, -4.33, -0.10], [-2.83, -3.01, 0.03], [-3.63, -2.77, -1.08], [-3.61, -3.71, -3.10], [-2.16, -3.01, -2.70], [-1.66, -5.02, -2.16], [-3.22, -5.59, -1.65], [-1.11, -4.22, -0.07], [-2.61, -5.09, 0.56], [-3.90, -1.75, -1.37], [-4.60, -3.18, -0.83], [2.22, -2.29, -4.23], [2.80, -3.54, -3.83], [1.59, -4.54, -4.03], [0.47, -3.80, -3.71], [0.69, -2.46, -4.21], [2.53, -1.98, -5.23], [2.36, -1.44, -3.56], [3.26, -3.59, -2.84], [3.67, -3.84, -4.42], [1.66, -5.37, -3.32], [1.52, -4.90, -5.05], [0.30, -1.70, -3.53], [0.22, -2.25, -5.17], [1.99, 3.41, -4.37], [3.17, 2.54, -4.43], [2.92, 1.44, -3.44], [1.48, 1.24, -3.63], [0.84, 2.44, -4.08], [1.87, 3.88, -5.34], [2.10, 4.21, -3.64], [4.06, 3.08, -4.09], [3.43, 2.20, -5.43], [3.24, 1.68, -2.43], [3.38, 0.47, -3.62], [0.35, 2.92, -3.23], [0.09, 2.29, -4.86], [-4.90, 2.17, 1.90], [-5.11, 1.51, 3.22], [-5.62, 0.17, 2.77], [-5.20, 0.04, 1.46], [-4.33, 1.00, 1.10], [-4.25, 3.04, 1.99], [-5.78, 2.59, 1.41], [-5.78, 1.95, 3.96], [-4.21, 1.33, 3.79], [-6.70, 0.27, 2.68], [-5.28, -0.61, 3.44], [-4.46, 1.04, 0.02], [-3.30, 0.70, 1.30], [3.81, -1.09, 0.85], [3.55, -2.46, 1.41], [3.32, -3.32, 0.14], [4.34, -2.69, -0.66], [4.53, -1.32, -0.49], [4.47, -0.63, 1.58], [2.89, -0.51, 0.79], [2.78, -2.50, 2.17], [4.45, -2.88, 1.86], [2.35, -3.12, -0.33], [3.33, -4.40, 0.30], [4.06, -0.75, -1.29], [5.60, -1.14, -0.59], [-0.47, 4.44, -0.86], [-0.10, 5.39, 0.26], [-1.12, 6.44, 0.03], [-1.39, 6.56, -1.44], [-0.92, 5.37, -2.06], [-1.29, 3.76, -0.63], [0.36, 3.76, -1.04], [0.93, 5.70, 0.07], [-0.06, 4.91, 1.24], [-0.77, 7.41, 0.39], [-2.09, 6.15, 0.44], [0.01, 5.63, -2.57], [-1.60, 4.85, -2.73], [0.41, 0.34, -0.62], [-0.50, -0.91, -0.55], [-1.31, -0.88, 0.62], [1.20, 0.10, -1.33], [0.90, 0.55, 0.33], [0.02, 1.21, -1.15], [0.12, -1.74, -0.21], [-1.01, -1.26, -1.45], [-1.88, -1.65, 0.59], [3.42, -0.01, 4.49], [2.19, 0.85, 4.06], [1.08, 0.39, 4.77], [3.55, 0.10, 5.56], [4.32, 0.34, 3.98], [3.39, -1.04, 4.14], [2.01, 0.85, 2.98], [2.37, 1.90, 4.31], [0.31, 0.60, 4.23], [-0.50, 3.21, 3.75], [-1.30, 2.34, 2.72], [-0.48, 1.24, 2.38], [0.15, 2.66, 4.43], [-1.24, 3.79, 4.31], [0.12, 3.74, 3.03], [-1.46, 2.87, 1.78], [-2.32, 2.11, 3.05], [-0.96, 0.72, 1.73], [-1.24, -2.35, 4.17], [-0.09, -2.52, 3.26], [0.96, -2.75, 4.05], [-2.10, -2.15, 3.53], [-1.07, -1.50, 4.83], [-1.51, -3.20, 4.80], [0.11, -1.64, 2.64], [-0.12, -3.41, 2.64], [1.27, -1.85, 4.20]], "lumo_energy_ev": [2.46, 2.37], "multiplicity": 2, "fmax_ev_per_a": 4.61, "homo_energy_ha": [0.0313, -0.2651], "charge": -1, "s_squared": 0.750}

Record 3
{"formula": "C32H73Br2N3O15S3", "method": "ωB97M-V/def2-TZVPD", "symbols": ["C", "C", "C", "O", "C", "C", "C", "C", "C", "Br", "C", "C", "Br", "C", "C", "C", "N", "C", "C", "C", "C", "C", "N", "C", "C", "C", "C", "C", "S", "C", "S", "N", "C", "C", "C", "C", "C", "C", "C", "C", "S", "H", "H", "H", "H", "H", "H", "H", "H", "H", "H", "H", "H", "H", "H", "H", "H", "H", "H", "H", "H", "H", "H", "H", "H", "H", "H", "H", "H", "H", "H", "H", "H", "H", "H", "H", "H", "H", "H", "H", "H", "H", "H", "H", "H", "H", "O", "H", "H", "O", "H", "H", "O", "H", "H", "O", "H", "H", "O", "H", "H", "O", "H", "H", "O", "H", "H", "O", "H", "H", "O", "H", "H", "O", "H", "H", "O", "H", "H", "O", "H", "H", "O", "H", "H", "O", "H", "H"], "positions_angstrom": [[1.70, 4.21, -1.73], [0.16, 4.30, -1.63], [-0.34, 4.38, -0.14], [0.72, 3.86, 0.65], [0.30, 3.30, 1.88], [1.06, 2.02, 2.18], [2.42, 1.97, 1.98], [3.08, 0.82, 2.30], [4.56, 0.69, 2.11], [5.63, 1.65, 3.35], [5.03, -0.08, 1.13], [4.19, -0.86, 0.17], [6.93, -0.27, 0.88], [2.40, -0.27, 2.83], [1.03, -0.23, 3.01], [0.38, 0.93, 2.66], [0.22, -1.28, 3.57], [0.21, -1.18, 5.07], [-1.04, -0.47, 5.70], [-2.13, 0.05, 4.74], [-3.55, -0.23, 5.35], [-4.47, -0.94, 4.33], [-4.54, -0.27, 3.02], [0.67, -2.60, 3.23], [-0.27, -3.60, 3.04], [-1.77, -3.35, 3.14], [-2.38, -3.51, 1.73], [-1.81, -2.51, 0.71], [-1.79, -3.25, -0.94], [-0.32, -2.61, -1.74], [1.07, -2.47, -0.89], [-0.52, -2.32, -3.08], [0.71, -2.35, -3.87], [1.22, -3.77, -4.14], [-1.33, -1.11, -3.29], [-0.57, 0.22, -3.17], [0.11, -4.89, 2.75], [1.43, -5.23, 2.63], [2.38, -4.25, 2.79], [2.00, -2.97, 3.09], [3.27, -1.75, 3.31], [2.01, 3.21, -1.41], [1.99, 4.38, -2.77], [2.17, 4.97, -1.09], [-0.24, 3.38, -2.06], [-0.18, 5.14, -2.23], [-0.59, 5.42, 0.15], [-1.25, 3.79, -0.09], [-0.78, 3.08, 1.92], [0.48, 3.99, 2.72], [2.97, 2.82, 1.59], [4.70, -1.01, -0.79], [3.95, -1.86, 0.55], [3.25, -0.35, -0.06], [-0.70, 1.05, 2.77], [0.34, -2.16, 5.53], [1.10, -0.61, 5.36], [-0.65, 0.40, 6.25], [-1.43, -1.14, 6.48], [-2.13, -0.42, 3.76], [-2.04, 1.14, 4.71], [-4.03, 0.72, 5.59], [-3.50, -0.90, 6.22], [-4.18, -1.99, 4.19], [-5.50, -0.97, 4.71], [-4.08, -0.79, 2.29], [-4.19, 0.68, 3.06], [-2.01, -2.40, 3.60], [-2.20, -4.13, 3.79], [-2.26, -4.55, 1.44], [-3.45, -3.28, 1.83], [-2.45, -1.61, 0.73], [-0.80, -2.17, 0.93], [0.44, -1.95, -4.86], [1.51, -1.70, -3.49], [0.40, -4.48, -4.29], [1.96, -4.10, -3.40], [1.75, -3.71, -5.11], [-2.17, -1.07, -2.60], [-1.74, -1.17, -4.31], [-1.30, 1.00, -3.43], [-0.22, 0.45, -2.16], [0.24, 0.33, -3.88], [-0.67, -5.64, 2.64], [1.70, -6.26, 2.41], [3.42, -4.52, 2.67], [-3.01, 4.29, -2.12], [-3.04, 5.21, -1.86], [-2.41, 4.28, -2.88], [3.67, -3.00, -5.54], [3.83, -2.80, -4.61], [4.52, -2.85, -5.96], [-4.12, -2.09, 8.16], [-4.92, -2.62, 8.23], [-3.92, -1.84, 9.07], [-1.30, 1.33, -6.03], [-2.17, 1.66, -6.26], [-1.13, 0.64, -6.68], [-2.98, -6.71, 2.56], [-3.05, -6.92, 1.62], [-3.82, -6.29, 2.77], [0.37, 4.06, -6.94], [0.12, 3.24, -6.49], [0.98, 3.77, -7.63], [0.16, 4.81, -9.78], [0.16, 4.98, -8.83], [0.24, 5.69, -10.17], [-1.97, 4.96, -4.87], [-2.75, 5.44, -5.18], [-1.83, 4.28, -5.53], [2.14, 1.71, 5.74], [1.85, 1.51, 4.85], [3.11, 1.67, 5.68], [-7.44, 1.17, 2.74], [-7.79, 0.95, 1.87], [-6.48, 1.03, 2.64], [8.55, 2.32, 4.90], [7.67, 2.25, 4.53], [8.97, 1.49, 4.65], [2.64, -3.00, -8.75], [1.90, -3.60, -8.67], [2.85, -2.76, -7.84], [-3.50, 6.88, -6.52], [-3.54, 7.81, -6.26], [-2.90, 6.87, -7.27], [5.10, -0.53, -5.41], [5.45, 0.34, -5.20], [4.14, -0.43, -5.35]], "lumo_energy_ev": -0.27, "multiplicity": 1, "fmax_ev_per_a": 2.28, "homo_energy_ha": -0.2925}

Record 4
{"formula": "C32H74F6N4O10PS2", "method": "ωB97M-V/def2-TZVPD", "symbols": ["C", "C", "O", "N", "H", "H", "C", "H", "H", "H", "H", "H", "H", "C", "C", "O", "N", "H", "H", "C", "H", "H", "H", "H", "H", "H", "C", "C", "O", "N", "H", "H", "C", "H", "H", "H", "H", "H", "H", "C", "N", "C", "C", "C", "C", "O", "H", "H", "H", "H", "H", "H", "H", "H", "H", "H", "H", "H", "H", "H", "C", "C", "C", "C", "P", "C", "C", "C", "C", "C", "C", "C", "C", "C", "C", "C", "C", "H", "H", "H", "H", "H", "H", "H", "H", "H", "H", "H", "H", "H", "H", "H", "H", "H", "H", "H", "H", "H", "H", "H", "H", "H", "H", "H", "H", "H", "H", "H", "H", "H", "H", "H", "H", "C", "F", "F", "F", "S", "O", "O", "O", "C", "F", "F", "F", "S", "O", "O", "O"], "positions_angstrom": [[5.32, 6.38, -1.63], [3.93, 6.12, -1.16], [2.88, 6.20, -1.79], [3.99, 5.49, 0.24], [3.73, 4.52, 0.29], [4.97, 5.39, 0.45], [3.05, 6.34, 1.19], [5.79, 5.48, -2.00], [5.91, 6.83, -0.83], [5.36, 7.20, -2.35], [2.94, 5.78, 2.12], [2.08, 6.54, 0.74], [3.55, 7.29, 1.37], [7.16, 2.49, -1.66], [6.64, 1.02, -1.76], [7.33, 0.02, -1.93], [5.13, 0.90, -1.35], [4.96, 0.42, -0.48], [4.76, 1.82, -1.52], [4.34, 0.00, -2.36], [7.64, 2.79, -2.59], [8.00, 2.53, -0.97], [6.42, 3.20, -1.28], [4.40, 0.35, -3.39], [3.33, 0.08, -1.96], [4.70, -1.03, -2.33], [4.56, -2.05, 5.05], [4.11, -1.02, 4.01], [3.00, -0.91, 3.57], [5.20, 0.02, 3.51], [6.11, -0.40, 3.65], [4.98, 0.11, 2.53], [5.01, 1.35, 4.18], [4.47, -1.53, 6.00], [5.50, -2.53, 4.78], [3.81, -2.84, 5.15], [3.96, 1.48, 4.44], [5.13, 2.09, 3.38], [5.74, 1.35, 4.99], [0.88, -2.69, 2.28], [1.35, -3.56, 1.01], [2.87, -3.32, 0.77], [1.22, -5.13, 1.28], [0.45, -3.34, -0.19], [0.53, -1.94, -0.82], [-0.04, -0.94, -0.15], [-0.15, -3.03, 2.38], [1.07, -1.66, 2.00], [1.46, -3.05, 3.14], [3.45, -3.55, 1.66], [2.89, -2.27, 0.47], [3.28, -3.99, 0.01], [1.60, -5.74, 0.46], [0.20, -5.46, 1.48], [1.79, -5.23, 2.21], [-0.55, -3.68, 0.08], [0.86, -4.12, -0.85], [0.08, -1.98, -1.81], [1.53, -1.52, -0.96], [0.42, -0.12, -0.35], [-2.15, 1.43, -3.50], [-3.37, 1.24, -2.69], [-4.15, -0.02, -3.23], [-4.99, -0.65, -2.12], [-4.06, -1.85, -0.96], [-5.22, -2.92, -0.18], [-6.60, -2.25, -0.11], [-7.56, -3.09, 0.58], [-8.55, -2.50, 1.63], [-3.24, -0.88, 0.35], [-4.21, -0.36, 1.40], [-3.40, 0.23, 2.54], [-2.67, 1.50, 2.13], [-2.86, -2.82, -1.85], [-3.53, -3.84, -2.87], [-2.56, -4.38, -3.96], [-1.40, -5.14, -3.40], [-2.10, 1.49, -4.59], [-1.65, 0.50, -3.24], [-1.37, 2.05, -3.05], [-3.90, 2.18, -2.77], [-3.09, 1.28, -1.64], [-3.44, -0.78, -3.55], [-4.79, 0.24, -4.07], [-5.85, -1.13, -2.59], [-5.41, 0.10, -1.45], [-4.90, -3.13, 0.84], [-5.32, -3.89, -0.66], [-7.01, -2.00, -1.09], [-6.56, -1.26, 0.35], [-7.17, -3.93, 1.15], [-8.12, -3.65, -0.18], [-9.25, -1.87, 1.08], [-8.10, -2.04, 2.51], [-9.24, -3.28, 1.98], [-2.74, -0.16, -0.29], [-2.55, -1.68, 0.61], [-4.77, -1.19, 1.83], [-4.98, 0.22, 0.90], [-2.68, -0.53, 2.84], [-4.09, 0.28, 3.38], [-1.78, 1.23, 1.57], [-2.34, 1.99, 3.04], [-3.20, 2.13, 1.41], [-2.29, -3.48, -1.19], [-2.27, -2.00, -2.24], [-4.36, -3.31, -3.35], [-3.94, -4.69, -2.33], [-2.24, -3.48, -4.49], [-3.09, -4.92, -4.74], [-0.93, -5.68, -4.23], [-1.69, -5.84, -2.61], [-0.62, -4.57, -2.90], [1.53, 2.09, 2.19], [0.51, 3.03, 1.96], [2.34, 2.44, 3.23], [0.99, 0.84, 2.51], [2.61, 1.79, 0.66], [3.68, 0.79, 1.01], [1.64, 1.22, -0.30], [3.20, 3.06, 0.39], [-1.78, 4.82, -1.27], [-0.76, 3.92, -1.50], [-1.79, 5.71, -2.30], [-2.86, 4.16, -1.24], [-1.54, 5.88, 0.33], [-1.39, 4.93, 1.44], [-0.35, 6.71, 0.03], [-2.68, 6.76, 0.45]], "lumo_energy_ev": -7.76, "multiplicity": 1, "fmax_ev_per_a": 4.75, "homo_energy_ha": -0.4567, "charge": 3}